87
Properties=species:S:1:pos:R:3:forces:R:3:mulliken_charge:R:1 method="wB97M-V/def2-TZVPD" multiplicity=1 homo_lumo_gap_ev=7.69 fmax_ev_per_a=1.30 total_charge=-2 e_above_lowest_kcal_mol=6.2
Tl -0.013600 -0.257588 0.014382 0.394 -0.127 0.105 2.984
O 1.374483 3.397593 3.242611 0.120 0.087 0.001 -0.628
P 0.169989 2.407326 2.868792 0.016 -0.079 0.176 -0.048
O -1.052796 2.857403 3.562999 0.009 0.014 0.001 -0.874
O 0.199405 2.064254 1.417155 -0.101 0.149 -0.403 0.147
O 0.686416 0.983714 3.615844 -0.061 -0.085 0.068 -0.258
P 2.086279 0.337269 3.278962 -0.160 -0.428 -0.808 0.648
O 2.117672 -0.921226 4.254233 0.266 -0.064 0.283 -0.634
O 3.204790 1.286485 3.409663 0.039 0.054 0.132 -0.881
O 1.922744 -0.359122 1.868935 0.183 0.758 0.388 0.623
H 2.237618 2.949160 3.126028 -0.075 -0.034 0.023 0.446
H 2.596325 -1.625203 3.770451 -0.214 0.033 -0.001 0.396
O -2.601652 1.953138 -3.381660 0.079 -0.056 0.013 -0.840
C -1.803317 1.583430 -2.510786 -0.155 0.053 0.020 0.117
O -1.774551 0.472951 -1.904914 -0.006 0.033 -0.045 -0.469
C -0.710821 2.595911 -2.096383 0.068 0.158 0.001 -0.866
P 0.836384 1.782307 -1.589737 -0.089 -0.048 0.012 1.450
C 1.930480 3.184321 -1.158590 0.038 0.012 -0.122 1.050
C 3.243192 3.262178 -1.614466 0.053 -0.022 0.021 -0.289
C 4.053405 4.332418 -1.264065 -0.021 0.005 0.005 -0.767
C 3.561139 5.344556 -0.454874 -0.017 -0.008 0.002 -0.530
C 2.251424 5.278054 -0.000554 0.002 -0.025 0.016 -0.712
C 1.441826 4.207732 -0.347786 0.067 -0.023 0.031 -0.649
C 1.526095 1.133562 -3.155383 -0.135 -0.085 -0.005 0.716
C 0.801141 1.191439 -4.346928 0.094 0.045 -0.018 -0.696
C 1.294015 0.592214 -5.500696 -0.012 0.013 0.013 -0.829
C 2.511785 -0.070212 -5.479849 -0.005 -0.006 -0.005 -0.586
C 3.233343 -0.141419 -4.295416 0.009 0.004 0.023 -1.142
C 2.741716 0.443746 -3.138864 -0.005 -0.075 -0.008 -0.300
H -1.066973 3.130903 -1.211471 -0.030 -0.061 -0.006 0.511
H -0.549147 3.323656 -2.892702 -0.006 0.036 0.042 0.477
H 3.653280 2.480052 -2.236820 0.003 0.042 0.034 0.287
H 5.078092 4.360182 -1.614682 -0.003 0.005 0.001 0.385
H 4.198687 6.172067 -0.166182 -0.007 0.000 0.000 0.349
H 1.858784 6.044138 0.655886 0.002 0.012 -0.002 0.369
H 0.440722 4.151378 0.047099 -0.075 -0.043 0.087 0.147
H -0.156044 1.693566 -4.391412 -0.043 0.002 0.022 0.306
H 0.712659 0.641063 -6.413671 0.001 0.000 -0.004 0.416
H 2.891107 -0.542048 -6.379141 -0.002 0.000 0.001 0.363
H 4.173739 -0.677180 -4.251673 -0.003 0.003 -0.010 0.464
H 3.293900 0.321796 -2.216429 -0.040 0.016 -0.020 0.378
N -0.251940 -1.807654 -2.008836 0.026 0.337 -0.293 -0.124
C -1.447772 -2.608061 -2.238019 0.080 -0.148 0.020 -0.335
C -1.257467 -4.063232 -1.837932 -0.288 -0.092 -0.050 -1.061
C -0.893972 -4.354078 -0.379533 0.170 -0.012 0.012 0.423
C 0.608844 -4.277554 -0.029003 -0.100 0.174 0.175 -1.129
N 0.963784 -3.106650 0.767021 -0.669 -0.543 -0.040 0.040
H -0.308906 -0.978682 -2.595122 0.051 -0.061 0.012 -0.002
H 0.613416 -2.292989 -2.218474 0.001 -0.005 0.113 0.204
H -1.758437 -2.586176 -3.291506 0.048 0.029 0.019 0.356
H -2.263612 -2.145887 -1.676916 -0.019 -0.088 0.065 0.112
H -0.511299 -4.536352 -2.488935 0.023 0.075 -0.036 0.343
H -2.208793 -4.554544 -2.075126 0.035 -0.072 0.049 0.456
H -1.238437 -5.368003 -0.150829 -0.030 0.014 -0.016 0.279
H -1.453528 -3.684516 0.278015 0.021 0.083 0.050 -0.309
H 1.219566 -4.236709 -0.934925 -0.058 -0.004 -0.082 0.420
H 0.884312 -5.215669 0.474399 0.058 -0.054 -0.006 0.437
H 1.974358 -3.074472 0.909453 -0.963 -0.525 -0.051 0.139
H 0.552141 -3.160491 1.693506 0.018 -0.095 0.005 0.107
F 3.030038 -2.402398 2.085216 0.694 0.258 0.410 -0.624
Te 3.386602 -1.066971 0.571333 -0.988 0.767 -0.348 1.054
F 4.686239 -0.852438 -0.825198 0.062 0.033 -0.019 -0.438
F 3.698802 -2.847993 -0.054359 0.404 -0.340 -0.228 -0.398
F 3.546253 0.822404 0.460669 0.259 0.221 -0.028 -0.451
F 4.873974 -0.922686 1.680316 0.162 -0.055 0.068 -0.348
O 1.980754 -0.987254 -0.629358 0.752 -0.045 0.273 -0.746
C -4.689537 1.134439 2.393568 -0.008 0.034 0.058 -2.067
C -3.501019 0.217715 2.614842 0.053 0.014 -0.086 1.815
C -2.980016 0.355971 4.036767 0.067 0.014 0.040 -1.837
O -2.443137 0.653881 1.723419 -0.080 -0.156 -0.025 -1.497
B -1.800327 -0.451083 1.275421 -0.033 0.098 0.011 1.015
O -2.419296 -1.626474 1.624585 0.007 -0.060 -0.025 -1.146
C -3.717318 -1.261828 2.172299 0.069 -0.046 0.010 1.702
C -4.037656 -2.215079 3.307331 -0.060 -0.046 0.010 -2.010
C -4.720603 -1.416611 1.037555 -0.001 0.013 -0.045 -2.098
H -4.407416 2.139968 2.705829 0.009 0.001 -0.001 0.484
H -5.546899 0.812317 2.991969 0.018 -0.016 -0.008 0.337
H -4.977792 1.169761 1.344664 0.007 -0.003 -0.010 0.377
H -2.573449 1.360948 4.154400 -0.007 0.018 0.000 0.477
H -2.162032 -0.341205 4.229342 0.007 0.027 -0.026 0.336
H -3.776439 0.179836 4.765860 0.014 -0.016 -0.026 0.335
H -3.217430 -2.265941 4.020150 -0.008 0.003 -0.017 0.330
H -4.215177 -3.215422 2.908084 0.019 0.002 0.004 0.444
H -4.937308 -1.891428 3.836624 -0.015 0.001 -0.021 0.384
H -4.460339 -0.769981 0.198211 0.012 0.007 0.002 0.341
H -5.733569 -1.175604 1.365104 -0.005 -0.014 0.020 0.333
H -4.701895 -2.451083 0.690216 0.010 0.009 -0.009 0.509

=====

72
Properties=species:S:1:pos:R:3:forces:R:3:mulliken_charge:R:1 method="wB97M-V/def2-TZVPD" multiplicity=5 homo_lumo_gap_ev="8.29 / 5.04" fmax_ev_per_a=1.19 total_charge=+3
Pt 0.499547 0.861698 0.043838 -0.043 0.119 -0.263 0.869
C -0.369499 3.350721 -3.442167 -0.345 -0.003 -0.078 -0.756
N 1.008046 3.532633 -3.007138 0.565 0.092 -0.304 0.181
C 2.054085 3.824808 -3.803367 -0.569 -0.163 -0.129 -0.230
C 3.164575 3.934020 -2.991271 0.360 -0.017 0.562 -0.525
N 2.792949 3.728760 -1.709739 -0.178 0.176 -0.697 0.501
B 3.894278 3.895145 -0.599420 0.663 0.090 -0.051 0.328
N 3.422671 3.487424 0.823090 0.068 0.307 0.618 0.102
C 3.500247 4.282718 1.904801 0.076 0.149 -0.654 -0.322
C 3.135888 3.544868 3.020361 -0.285 -0.530 0.319 -0.343
N 2.818398 2.305560 2.593076 0.081 0.656 0.100 0.260
C 2.385873 1.191152 3.422900 -0.045 -0.316 0.216 -0.534
C 3.015311 2.264043 1.239946 -0.065 -1.041 -0.488 -0.568
S 2.849497 0.892963 0.243945 0.238 0.450 0.410 -0.253
C 1.458088 3.481812 -1.711491 -0.732 -0.178 0.753 -0.223
S 0.416934 3.243088 -0.379110 0.338 0.178 -0.450 -0.255
H -0.428938 3.534111 -4.511057 0.094 -0.007 -0.003 0.345
H -1.019581 4.056107 -2.929963 0.046 0.009 0.030 0.332
H -0.697549 2.335570 -3.232280 0.046 -0.019 0.028 0.279
H 1.964337 3.930929 -4.872357 -0.006 0.035 0.006 0.477
H 4.186877 4.154073 -3.254163 -0.007 -0.018 -0.028 0.521
H 4.222195 5.041945 -0.571430 -0.160 0.084 0.102 -0.090
H 4.822258 3.199270 -0.899724 -0.120 -0.131 -0.053 0.004
H 3.809150 5.313249 1.837810 -0.011 0.005 -0.001 0.537
H 3.086731 3.835792 4.057443 0.025 -0.008 0.004 0.500
H 2.245306 1.536670 4.442991 0.013 0.099 -0.036 0.360
H 3.138765 0.405192 3.417472 0.024 0.034 -0.049 0.335
H 1.447017 0.793783 3.042082 -0.007 0.052 -0.035 0.076
C -3.942264 1.306314 2.356446 -0.133 0.137 0.239 -1.119
C -2.484702 1.525748 1.987326 0.590 -0.485 -0.857 -0.402
Ge -1.967298 0.654016 0.225532 -0.965 0.340 0.607 -0.550
C -3.017661 1.400812 -1.329472 0.735 -0.314 0.306 -0.289
C -4.477876 0.964992 -1.303621 -0.097 0.040 -0.057 -1.187
C -2.415332 -1.251240 0.298040 -0.363 0.070 0.069 -1.098
C -1.515165 -2.267787 0.157499 0.729 -0.234 -0.069 1.249
Ge 0.428048 -1.697806 0.067108 0.170 0.233 -0.214 -0.262
C 1.363220 -1.991597 -1.693918 -0.455 -0.056 0.756 -0.291
C 1.525767 -3.456269 -2.091519 0.124 0.042 -0.179 -1.163
C 1.474545 -2.151920 1.720301 -0.397 0.001 -0.512 0.024
C 1.623898 -3.641628 2.026452 0.039 0.054 0.066 -1.278
C -1.895885 -3.650678 0.104417 -0.026 0.306 0.043 0.745
C -3.262820 -4.068274 0.158377 -0.140 -0.216 0.033 -0.543
C -3.585240 -5.396828 0.123517 -0.157 0.158 0.002 -0.832
C -2.574190 -6.364999 0.023625 0.010 0.032 -0.004 -0.463
C -1.221436 -5.983307 -0.039284 0.167 0.063 -0.038 -1.228
C -0.894339 -4.657190 -0.007864 0.031 -0.129 0.003 0.127
H -4.129749 1.802921 3.311745 -0.044 -0.059 -0.016 0.393
H -4.191418 0.254005 2.492276 -0.004 -0.011 -0.065 0.293
H -4.629905 1.749959 1.640346 0.003 -0.045 -0.043 0.257
H -1.816306 1.099325 2.735445 0.012 0.118 0.086 0.370
H -2.250127 2.582942 1.859394 0.019 0.024 0.098 0.379
H -2.528858 1.041485 -2.236404 -0.028 0.125 -0.064 0.335
H -2.918996 2.485170 -1.273450 0.059 0.011 -0.034 0.358
H -4.594945 -0.117444 -1.354491 0.007 -0.003 0.002 0.333
H -4.976804 1.383628 -2.179940 -0.027 -0.045 0.015 0.396
H -5.010590 1.334986 -0.431118 0.003 -0.040 0.031 0.237
H -3.470413 -1.479956 0.443296 0.043 -0.041 -0.029 0.499
H 2.335985 -1.515205 -1.560746 0.019 0.029 -0.071 0.350
H 0.805996 -1.438369 -2.450135 0.035 0.042 -0.006 0.390
H 2.082982 -4.024892 -1.345659 -0.022 -0.028 -0.001 0.295
H 2.093590 -3.507773 -3.021939 -0.012 -0.069 0.017 0.404
H 0.567547 -3.942582 -2.273299 0.017 0.001 -0.004 0.339
H 0.987792 -1.641823 2.553356 0.046 0.059 -0.004 0.335
H 2.451180 -1.696350 1.551081 -0.014 0.052 0.053 0.307
H 0.666810 -4.118618 2.235592 0.007 -0.013 0.001 0.345
H 2.240899 -3.755114 2.918897 -0.006 -0.065 -0.016 0.426
H 2.123610 -4.178198 1.218985 -0.021 -0.025 0.008 0.295
H -4.056776 -3.339894 0.234939 0.017 -0.012 -0.007 0.418
H -4.621646 -5.701802 0.172298 0.017 -0.035 -0.008 0.466
H -2.838346 -7.414375 -0.010894 0.006 -0.005 0.015 0.464
H -0.449434 -6.736744 -0.118916 -0.026 -0.015 0.002 0.468
H 0.143229 -4.355779 -0.068698 -0.033 -0.095 0.022 0.497

=====

73
Properties=species:S:1:pos:R:3:forces:R:3:mulliken_charge:R:1 method="wB97M-V/def2-TZVPD" multiplicity=1 homo_lumo_gap_ev=7.13 fmax_ev_per_a=1.67 total_charge=+1 e_above_lowest_kcal_mol=6.0
C 7.052865 0.090423 0.505721 0.056 0.383 -0.393 -0.837
C 7.096999 1.626516 0.337768 0.209 -0.562 0.225 -0.595
C 5.899641 2.322570 0.972227 0.057 -0.197 -0.387 -0.313
Cl 6.207711 4.076053 1.090339 -0.016 0.080 0.172 -0.164
C 4.648581 2.076973 0.180344 -0.652 -0.446 0.254 0.212
C 4.389910 2.785809 -1.007553 -0.011 0.288 -0.485 -0.985
C 3.274988 2.560405 -1.759404 -0.144 -0.436 0.388 -1.168
C 2.343225 1.562695 -1.349606 0.224 0.012 0.107 0.313
C 1.186924 1.270687 -2.099440 0.225 0.263 -0.021 0.283
N 0.858994 1.987853 -3.275195 0.057 -0.130 0.285 -0.531
N 0.340909 0.311587 -1.716391 -0.170 -0.314 -0.172 0.487
C -0.864304 0.074827 -2.556352 -0.176 0.394 -0.504 -1.703
C -0.581401 -0.492165 -3.949208 0.132 -0.584 -0.040 0.546
C 0.059580 -1.867786 -4.032836 -0.298 0.125 -0.236 -1.397
Cl -2.184677 -0.568268 -4.738944 -0.073 0.076 -0.040 -0.166
C 0.536677 -0.402290 -0.538190 0.662 -0.114 0.681 -1.072
N -0.426011 -1.334140 -0.062455 -0.431 1.125 -1.163 0.646
C -0.643118 -2.562728 -0.826158 0.325 -0.643 0.342 -1.184
C -1.624219 -0.753999 0.421161 0.109 0.053 0.273 0.898
C -1.662830 0.706652 0.749358 0.377 -0.088 0.443 -0.893
O -2.574429 -1.460105 0.601353 -0.499 -0.643 -0.091 -0.634
C 1.630603 -0.131835 0.250622 0.177 -0.153 0.076 0.979
C 1.796109 -0.858763 1.565363 -0.978 0.001 -0.231 -0.936
C 2.185030 -2.328672 1.436579 0.431 0.052 -0.267 -0.467
O 3.596839 -2.482090 1.558047 -0.147 0.116 0.055 -0.562
C 2.584966 0.846589 -0.155886 -0.087 -0.243 0.085 0.782
C 3.745567 1.125575 0.602463 0.309 0.540 -0.382 -1.049
H 7.172779 -0.386876 -0.461152 -0.039 -0.157 -0.114 0.297
H 6.113263 -0.253338 0.924679 -0.095 -0.136 0.158 0.128
H 7.874946 -0.248431 1.123660 -0.014 -0.102 0.240 0.334
H 7.991694 1.993815 0.827443 0.113 0.234 -0.011 0.454
H 7.171813 1.875834 -0.715907 -0.043 0.259 -0.124 0.382
H 5.757681 1.922124 1.969243 0.025 0.200 0.279 0.458
H 5.099973 3.541208 -1.307836 0.020 0.101 -0.098 0.448
H 3.079130 3.120157 -2.655458 0.134 0.198 -0.143 0.421
H 1.654496 1.992286 -3.901384 -0.007 0.081 -0.140 0.325
H 0.649055 2.951745 -3.037461 -0.077 0.072 -0.093 0.316
H -1.593183 -0.541513 -2.049946 0.195 -0.127 0.269 0.818
H -1.334165 1.037095 -2.715170 -0.059 0.181 0.101 0.494
H 0.002897 0.193448 -4.543398 -0.027 0.306 0.094 0.346
H 0.310474 -2.057559 -5.071494 0.107 -0.025 -0.121 0.455
H 0.973515 -1.943707 -3.449777 0.086 0.012 0.187 0.284
H -0.658244 -2.629730 -3.752591 0.072 -0.194 0.261 0.341
H -1.369368 -2.454229 -1.621752 -0.155 0.120 -0.152 0.304
H -1.013002 -3.350683 -0.181886 -0.058 0.032 0.275 0.389
H 0.297310 -2.907228 -1.238446 0.193 0.075 -0.115 0.467
H -1.278385 1.350255 -0.034849 -0.042 0.118 -0.086 0.273
H -2.674949 0.962125 1.030247 -0.183 0.113 -0.051 0.262
H -1.061293 0.862954 1.646211 0.123 0.152 0.038 0.297
H 0.826957 -0.812286 2.056474 -0.100 -0.024 0.141 0.276
H 2.479211 -0.340550 2.218314 0.228 -0.033 0.139 0.766
H 1.671866 -2.925579 2.183748 0.137 -0.021 0.312 0.351
H 1.871336 -2.714776 0.472579 -0.209 -0.066 -0.194 0.271
H 3.940132 -2.791880 0.718702 0.150 -0.106 0.001 0.329
H 3.955573 0.611203 1.521870 -0.091 -0.202 0.101 0.212
O -3.712037 1.618388 3.250726 0.024 -0.091 -0.146 -0.673
C -4.854259 1.290095 3.546699 -0.020 0.001 -0.020 0.740
N -5.928056 1.980988 3.102374 0.112 0.179 0.014 -0.353
C -5.147188 0.102113 4.425905 -0.201 0.069 0.039 -0.918
H -6.872968 1.724700 3.320082 0.023 -0.183 -0.065 0.186
H -5.761107 2.780029 2.515762 -0.024 0.024 0.020 0.224
H -4.663690 0.251034 5.390223 0.092 -0.030 -0.038 0.346
H -4.742545 -0.791899 3.955633 0.054 -0.001 0.025 0.158
H -6.214335 -0.040115 4.581504 0.007 -0.058 -0.028 0.311
O -7.280894 -0.845322 1.939007 -0.023 0.057 0.116 -0.597
C -6.876705 -1.351902 0.909495 0.002 0.008 -0.042 0.483
N -7.496442 -2.423621 0.350314 -0.060 -0.001 0.078 -0.386
C -5.661031 -0.826288 0.186032 -0.169 -0.100 -0.169 -0.433
H -7.182853 -2.857883 -0.496269 0.050 0.041 -0.014 0.183
H -8.308601 -2.791742 0.815748 -0.003 -0.011 -0.008 0.248
H -4.805043 -0.875854 0.851123 0.027 0.050 0.043 -0.099
H -5.843937 0.212870 -0.085961 0.016 0.019 0.063 0.284
H -5.434951 -1.393849 -0.716788 0.037 0.014 0.004 0.309